Record 1
A molecular structure, C39H48ClF5NNbO3P at a distorted geometry. Source: the OMol25 dataset; level of theory: wB97M-V/def2-TZVPD.

**Energy**: -85793.809 eV
**Total charge**: -1
**LUMO level**: 0.0760 Ha

Last column: Mulliken charge in e.
CARTESIAN COORDINATES (ANGSTROEM)
1 C 2.829625 -1.963528 2.209871  -0.910
2 C 2.085425 -0.876225 1.178741  0.554
3 O 1.892859 -1.587770 -0.085918  -0.488
4 C 3.034855 0.443198 1.140162  -0.708
5 Nb 2.515637 1.974934 -0.507269  -0.737
6 C 3.062874 0.531264 -2.179353  -0.797
7 C 4.492135 -0.292728 -1.897960  -0.181
8 C 5.820405 0.658598 -1.980961  -0.567
9 Cl 6.599993 0.970853 -0.287932  -0.233
10 C 0.305726 1.473537 -0.497395  -0.509
11 C -0.345249 0.842362 -1.841515  -0.498
12 C -1.258076 -0.533964 -1.565040  0.394
13 N -2.167073 -1.026659 -2.682573  -0.397
14 O -1.286325 -1.208114 -0.417235  -0.524
15 P 1.987067 3.715098 1.340083  0.462
16 O 0.693096 3.195552 2.141043  -0.666
17 H 3.463256 -1.340336 2.971123  0.222
18 H 1.967018 -2.504342 2.821312  0.172
19 H 3.495458 -2.738250 1.636043  0.333
20 H 1.009570 -0.694941 1.663220  0.181
21 H 2.646218 -2.214030 -0.300784  0.267
22 H 2.838990 1.026041 2.162696  0.210
23 H 4.185444 0.167938 1.165706  0.238
24 H 4.251197 2.542979 -0.528677  0.022
25 H 2.170841 3.284529 -1.732679  0.005
26 H 2.276519 -0.325819 -2.385940  0.237
27 H 3.204570 1.177953 -3.172067  0.443
28 H 4.390257 -0.905041 -0.881109  0.087
29 H 4.529206 -1.117037 -2.757809  0.310
30 H 5.659547 1.652955 -2.592659  0.286
31 H 6.650353 0.038095 -2.569320  0.314
32 H -0.254725 2.513611 -0.307276  0.484
33 H 0.026855 0.847085 0.481831  0.026
34 H -1.151618 1.622094 -2.255206  0.312
35 H 0.367120 0.642206 -2.742538  0.192
36 H -3.154259 -1.043019 -2.296758  0.279
37 H -2.169356 -0.271856 -3.403071  0.147
38 H 3.079158 3.741942 2.277796  -0.008
39 H 1.646643 4.981915 0.752606  -0.042
40 F 2.624599 -1.061701 6.005940  -0.363
41 C 1.295472 -0.929328 5.903407  0.237
42 C 0.484438 -2.051995 6.027899  -0.397
43 C -0.899822 -1.913837 5.926332  -0.397
44 C -1.457448 -0.654828 5.690262  -0.279
45 C -0.634669 0.465193 5.561739  -0.558
46 C 0.748666 0.328415 5.674492  -0.298
47 H 0.935916 -3.023099 6.202759  0.410
48 H -1.543075 -2.784148 6.029940  0.436
49 H -2.536902 -0.548238 5.606665  0.421
50 H -1.070703 1.443409 5.373931  0.397
51 H 1.402416 1.189768 5.586125  0.409
52 F 3.739741 6.264473 -0.228244  -0.257
53 C 3.345823 7.481211 0.170494  0.175
54 C 3.933691 8.057607 1.291133  -0.443
55 C 3.527480 9.326626 1.703643  -0.316
56 C 2.529119 10.001149 0.996483  -0.432
57 C 1.941576 9.412060 -0.124096  -0.308
58 C 2.355876 8.147917 -0.542826  -0.297
59 H 4.701723 7.515193 1.832767  0.409
60 H 3.986350 9.789242 2.573914  0.349
61 H 2.209451 10.989042 1.321214  0.342
62 H 1.161841 9.937230 -0.670460  0.345
63 H 1.916219 7.679036 -1.416885  0.425
64 F -2.096990 -7.580891 -0.294925  -0.327
65 C -1.976464 -6.405501 -0.926230  0.299
66 C -2.085014 -5.224554 -0.200120  -0.528
67 C -1.954469 -4.000567 -0.856164  -0.354
68 C -1.727463 -3.971125 -2.234344  -0.245
69 C -1.625084 -5.161846 -2.955201  -0.648
70 C -1.744523 -6.385609 -2.297042  -0.347
71 H -2.269799 -5.266905 0.868296  0.461
72 H -2.029964 -3.071743 -0.296222  0.510
73 H -1.630157 -3.016172 -2.746367  0.516
74 H -1.452483 -5.136374 -4.028450  0.365
75 H -1.658700 -7.320781 -2.840378  0.396
76 F -4.568289 -1.181056 5.002681  -0.269
77 C -5.007898 -2.401007 4.666412  0.192
78 C -4.110469 -3.337633 4.165407  -0.064
79 C -4.566805 -4.609646 3.819978  -0.447
80 C -5.918992 -4.927540 3.969356  -0.500
81 C -6.812867 -3.978893 4.468341  -0.428
82 C -6.354181 -2.710797 4.824115  -0.480
83 H -3.065399 -3.070042 4.048465  0.519
84 H -3.871781 -5.351582 3.434722  0.354
85 H -6.275293 -5.918340 3.695610  0.358
86 H -7.865566 -4.227274 4.579855  0.350
87 H -7.033571 -1.964261 5.221908  0.402
88 F -3.166231 1.159100 -5.681421  -0.336
89 C -2.769012 0.325872 -6.652277  0.266
90 C -1.426739 0.286480 -7.013394  -0.272
91 C -1.011865 -0.584643 -8.020671  -0.368
92 C -1.946779 -1.399613 -8.663740  -0.451
93 C -3.292632 -1.349125 -8.297597  -0.357
94 C -3.705259 -0.486086 -7.282738  -0.397
95 H -0.716293 0.932873 -6.508523  0.443
96 H 0.036546 -0.628608 -8.305010  0.362
97 H -1.623467 -2.075678 -9.452395  0.360
98 H -4.019111 -1.981389 -8.802349  0.352
99 H -4.745953 -0.440524 -6.979408  0.398

Force components x, y, z for each atom (eV/Å):
-1.033 0.693 0.624
1.233 -1.396 1.841
0.733 0.023 0.264
0.177 0.357 1.488
-1.299 -4.480 -0.283
1.513 -0.579 -1.304
-0.974 -0.251 -0.532
0.427 -1.467 -1.366
-0.685 -0.178 -1.693
-2.116 0.828 0.297
-1.773 -0.212 -0.139
-0.444 -2.388 4.094
0.384 2.929 1.819
0.201 4.379 -6.513
-2.969 -1.230 1.643
2.702 1.024 -1.563
-1.066 -1.395 -1.408
1.964 0.768 -1.299
-1.220 1.484 1.071
2.389 -0.066 -1.490
-1.184 1.394 0.861
0.341 -1.325 -1.815
-2.278 0.325 -0.080
-0.072 0.703 -0.139
0.176 0.619 0.117
1.300 1.888 0.536
-0.239 -1.517 1.785
0.543 1.628 -2.144
0.380 1.713 1.718
0.122 -1.877 1.801
-1.673 1.424 1.419
1.014 -2.227 -0.332
0.685 1.174 -2.247
1.616 -1.718 0.730
-1.129 0.139 1.735
1.621 -0.315 -0.425
0.011 -0.795 0.620
-0.215 0.924 -0.380
0.720 0.033 0.730
0.268 -0.049 0.043
-1.142 0.154 -0.121
0.083 -0.055 0.019
0.194 0.481 -0.077
-0.025 -0.030 0.041
0.109 -0.391 0.106
0.090 0.003 0.024
0.009 0.106 -0.022
0.134 0.106 -0.004
0.334 -0.012 0.015
0.156 -0.179 -0.013
-0.046 -0.106 -0.075
0.028 0.143 0.015
-0.206 0.593 0.202
0.043 0.006 0.029
-0.267 -0.118 -0.404
0.045 -0.022 0.026
0.337 -0.143 0.268
-0.027 -0.015 -0.047
-0.093 0.002 -0.098
-0.072 -0.122 -0.139
0.049 -0.180 -0.057
0.143 -0.123 0.073
0.064 -0.033 0.122
-0.049 -0.514 0.242
0.141 1.214 -0.633
-0.010 -0.175 -0.136
-0.149 -0.475 -0.086
0.126 -0.195 -0.129
-0.077 0.080 0.541
-0.037 -0.178 0.052
0.037 -0.031 -0.079
0.071 -0.290 -0.216
-0.020 -0.434 0.222
-0.003 -0.042 0.170
-0.026 0.029 0.090
-0.092 0.153 0.038
-0.350 -1.012 -0.291
0.074 0.039 0.028
-0.393 0.246 0.161
0.045 0.026 0.007
0.435 -0.005 -0.072
0.014 0.082 0.022
-0.102 0.038 -0.006
-0.099 0.174 0.055
0.066 0.192 0.044
0.189 0.077 0.003
0.099 -0.031 -0.053
-0.070 0.125 0.202
0.349 -0.709 -0.837
0.010 0.052 0.062
-0.483 -0.061 0.029
0.024 0.053 0.040
0.355 0.207 0.139
-0.037 0.052 0.047
-0.093 -0.060 -0.004
-0.191 0.044 0.089
-0.065 0.124 0.155
0.111 0.119 0.132
0.110 0.033 -0.001

---

Record 2
A single C5H7NO molecule. Source: the OMol25 dataset; level of theory: wB97M-V/def2-TZVPD.

**Energy**: -8834.512 eV
**ΔE to the lowest compared entry with this formula, charge and spin**: 163.2 kJ/mol
**LUMO level**: 0.0323 Ha

Last column: Mulliken charge in e.
CARTESIAN COORDINATES (ANGSTROEM)
1 O 0.465665 -1.881805 -2.027663  -0.553
2 C -0.077723 -2.062548 -0.955626  0.000
3 N 0.201272 -1.373493 0.183358  -0.114
4 C 1.131671 -0.264537 0.195512  -0.692
5 C 0.456079 1.097641 -0.020878  -0.569
6 C -0.510028 1.436816 1.028864  -0.487
7 C -1.256991 1.750251 1.920461  0.184
8 H -0.853804 -2.835827 -0.801176  0.343
9 H -0.387684 -1.518119 0.989529  0.259
10 H 1.848338 -0.440499 -0.610228  0.327
11 H 1.671700 -0.266282 1.147703  0.330
12 H 1.224558 1.879785 -0.031673  0.283
13 H -0.026519 1.104614 -1.005000  0.278
14 H -1.909886 2.056592 2.707885  0.410

Force components x, y, z for each atom (eV/Å):
-0.157 -0.025 0.338
0.063 0.034 -0.054
-0.106 -0.014 -0.086
0.161 0.035 0.037
0.018 0.047 -0.065
-0.268 0.154 0.377
0.282 -0.145 -0.333
0.094 0.098 -0.042
0.049 -0.015 -0.123
-0.091 0.051 0.118
-0.084 0.005 -0.125
-0.056 -0.131 -0.060
0.012 0.001 0.168
0.082 -0.095 -0.148

---

| no. | gap between HOMO and LUMO (eV) |
| --- | --- |
| 1 | 6.76 |
| 2 | 10.72 |